A 13-piece molecular cluster, C40H113N7O13 overall at a distorted geometry. Source: OMol25; level of theory: the ωB97M-V functional and the def2-TZVPD basis.

The geometry in ORCA input format:
```
! RIJCOSX wB97M-V def2-TZVPD def2/J DEFGRID3
* xyz 0 1
H -1.2820 9.2788 1.9889
C -0.2234 -0.7349 -1.3305
C -6.5074 -1.9249 -6.2099
H 9.3728 -4.0611 -0.2484
H -2.5030 -4.9965 8.9278
H 9.6591 -1.3201 4.0827
H -3.9110 2.7427 -10.6341
O 0.8257 -0.5119 -9.6883
H 1.2458 0.1424 -7.8493
N -7.6393 1.0847 -3.0852
H -8.2463 -0.0493 -4.7167
H -1.3270 4.4667 -8.9316
O -1.7577 -3.0633 8.8031
H 0.4698 -2.3816 -7.8128
C -7.5552 1.9843 -5.2118
H 8.0716 -4.2704 0.9315
H 1.7651 0.3122 3.0470
H -9.8059 -5.8361 2.8860
H -2.8077 4.7674 -7.8899
H 5.0968 -3.0271 10.2699
H -7.2808 0.3747 -2.4628
C -2.6024 6.8919 1.6005
H 3.0042 -7.0253 -1.8819
C -3.2042 4.4165 -10.0634
H 8.5005 -5.6114 -0.0600
H 4.5286 -7.7211 -0.0546
C 6.1346 -2.2045 -1.9116
H -1.6117 6.2884 -13.3078
H -1.2875 1.0166 -0.6291
C -2.5316 -4.1481 8.2440
H -5.8045 -2.7010 -5.9073
C 0.6304 -6.8034 -2.8608
H -2.3886 7.8697 -12.9739
H -0.3749 -6.4017 -2.9878
H 3.0900 -5.9604 0.5781
H 2.3216 -8.5595 -1.9969
C 4.0900 -2.9734 10.6842
H 0.6699 -7.7400 -3.4171
O -1.5745 7.3105 2.5320
N 3.9031 -8.4900 0.1397
C -2.4526 7.3075 0.1483
H -0.8758 8.8023 3.6855
H 0.0473 1.3268 1.4491
H 4.0954 5.8655 9.6635
H -3.5668 7.1095 2.0594
H -4.1966 4.8647 -10.0137
H -5.3009 0.6270 -4.6050
N -9.7089 -5.1769 2.1270
N 0.6521 1.4300 -1.2219
H 7.7412 -1.5374 5.5776
C -6.8971 -2.0629 2.7702
O 3.8850 3.4964 8.2862
H -2.1775 -3.8065 6.0477
H 6.5091 -0.3135 -1.0890
C -3.4635 6.6354 -0.7424
C 4.1717 -2.5697 12.1886
H -10.3451 -4.4349 2.3817
C 2.5778 -7.9668 0.0684
H 5.1556 -0.9539 -0.6883
H -8.5698 2.3826 -5.2177
C 8.4683 -0.7518 5.7829
H 2.5716 -1.9835 10.0602
C -7.3449 -5.7924 1.7121
H -0.7619 -0.2434 1.3968
C 3.7288 5.8678 2.7484
H -2.1792 5.9272 -9.0380
C -6.0894 -0.1231 -4.6670
H 1.8880 -8.7238 0.4416
C -1.5785 8.6935 2.8593
H -8.6405 1.1157 -2.9557
C 9.8218 -1.0633 5.1294
H -2.6153 5.8051 1.6821
H -6.3311 -5.4646 1.9420
C -8.3507 -4.6982 2.1249
H 2.6437 -0.3261 -8.7574
H 1.4736 -6.3834 0.9139
H -8.1500 -4.4440 3.1656
O -6.0476 -0.6129 -5.9907
H 1.9091 -1.9843 -6.9189
H -2.5865 9.0270 3.1059
H 7.3393 0.7706 6.0472
H -7.2914 -6.0298 0.6496
H -7.7358 -1.3725 2.8598
H 2.8188 5.7388 3.3342
H 3.4855 -3.8632 10.5080
O 3.5261 -1.8825 10.0417
H -6.5110 -1.9199 -7.2999
H 2.4245 4.2273 9.5999
H -4.4371 6.8853 -0.3206
H -3.3087 6.5102 -13.5347
H 2.8342 6.5876 8.6316
H -0.4541 7.0500 0.4581
H 2.0631 4.4393 7.9115
C 2.8811 4.4335 8.6319
O 0.9385 -7.0849 -1.5039
C -7.4466 0.6469 -4.4639
C -2.3408 4.8624 -8.8703
H 4.0310 -8.6280 1.1320
H -3.4752 7.1503 -1.7031
C -0.2876 0.5924 -0.5374
H -3.3316 4.5086 -12.2199
O 5.5289 7.3016 2.0894
H -9.1316 -2.7437 1.3606
H -3.5910 -3.8941 8.2093
H 1.5492 0.9930 -1.0662
H 3.5355 2.6356 8.5283
H 10.4645 -0.1831 5.1454
H -0.0516 -0.1894 -9.4695
C 1.4943 -2.0270 -7.9260
H -5.9517 -1.5260 2.8486
H 3.6072 8.0749 2.4186
H 1.3005 -6.0496 -3.2741
C -2.4816 6.7877 -12.8812
H 5.7930 8.2241 2.0600
H -0.5494 -0.4686 -2.3360
H -2.1276 -2.7624 9.6363
N -3.2019 2.9994 -9.9624
H 6.2284 -1.4678 -3.9586
H 4.4315 5.9505 8.0241
H 0.7484 -1.2165 -1.4387
H -0.9921 -1.3970 -0.9321
H -2.5351 8.3729 -0.0663
H -6.9572 2.8018 -4.8092
C 1.6189 -0.6210 -8.5320
H -1.0686 -4.9041 6.9482
O 1.1800 -0.4175 1.1511
O -7.0622 -2.7224 1.5511
H 2.7315 -6.9233 2.0276
C 8.4023 -4.5260 -0.0752
H 6.6323 -2.5934 0.1754
H -8.3037 -3.7309 0.2571
O 7.4295 -4.0788 -0.9962
H 7.7741 -1.4219 -3.0610
H -3.6186 2.6925 -9.0951
H 2.4418 -1.2111 2.6243
H 1.9793 -2.7796 -8.5476
C 7.1187 -2.7058 -0.7936
H -7.5024 -2.1617 -5.8331
C 2.2599 -7.6540 -1.3932
H 3.1873 -2.2382 12.5189
H -3.3240 5.5780 -0.9668
H -1.6781 4.4520 -11.6475
C -8.3016 -3.4484 1.3099
H 4.4146 7.5875 3.8382
H 0.8085 -1.0215 3.2109
H -1.0459 5.9691 -0.4591
H 4.8107 -1.7140 12.4067
H -6.9120 -2.7469 3.6187
H -5.9053 -0.8786 -3.9032
H -7.1545 1.7510 -6.1983
H 8.0556 -2.1518 -0.7366
C 1.5387 -0.6110 2.5136
H 10.3628 -1.9188 5.5338
C -2.6656 4.8602 -11.4319
H -7.5450 -6.7102 2.2652
N -1.1195 6.9632 -0.2967
C 6.8691 -1.9980 -3.2540
C 0.0075 0.3702 0.9281
C 4.2653 7.2938 2.7992
C -2.0896 -4.5341 6.8546
H 8.6540 -0.8061 6.8556
H 5.2775 -2.8397 -2.1351
H 3.4380 5.6521 1.7203
H 7.1245 -2.9820 -3.6471
O -2.6951 6.2900 -11.5533
C 3.5891 5.8044 8.7001
O 7.9717 0.5221 5.3691
N 5.7546 -0.8485 -1.4946
H 4.4588 -3.4433 12.7740
H -2.6857 -5.3653 6.4781
H 4.4371 5.1224 3.1103
H 0.5004 1.4413 -2.2204
C 2.4879 -6.7777 0.9751
*
```

Values from the calculation:
E_HOMO in eV: -8.8441
Frontier orbital gap in eV: 9.0
Total energy in hartree: -2952.85417
Energy relative to the best compared isomer or geometry (same formula, charge and spin) in kcal/mol: 122.1
Molar mass in g/mol: 900.38